(1)
Molecular formula: C21H20BrClF9N3
Method: DFT, wB97M-V/def2-TZVPD

Properties
Charge: 0
SMILES: CC(C)CCc1nc2cc(Cl)c(C(F)(F)C(F)(F)C(F)(F)C(F)(F)F)cc2nc1Br.CCCC#N

Element x y z (Å)
1 C 5.083 3.993 0.136
2 C 5.574 2.805 -0.905
3 C 6.521 3.572 -2.051
4 C 6.560 1.722 -0.169
5 C 5.805 0.640 0.804
6 C 4.140 0.659 0.652
7 N 3.590 0.000 -0.582
8 C 2.090 0.079 -0.501
9 C 1.257 -0.641 -1.758
10 C -0.401 -0.710 -1.832
11 Cl -1.105 -1.600 -3.310
12 C -1.326 -0.039 -0.610
13 C -2.941 -0.194 -0.757
14 F -3.209 -1.677 -0.880
15 F -3.322 0.376 -2.079
16 C -3.847 0.308 0.505
17 F -3.270 -0.094 1.845
18 F -5.124 -0.500 0.430
19 C -4.124 1.911 0.607
20 F -4.913 2.120 1.880
21 F -2.899 2.754 0.775
22 C -5.001 2.588 -0.586
23 F -5.698 3.782 0.023
24 F -4.152 3.177 -1.689
25 F -6.065 1.754 -1.177
26 C -0.480 0.677 0.593
27 C 1.186 0.744 0.675
28 N 1.811 1.429 1.857
29 C 3.313 1.385 1.851
30 Br 4.228 2.287 3.431
31 H 5.857 4.195 1.006
32 H 3.988 3.819 0.558
33 H 5.027 4.987 -0.512
34 H 4.687 2.325 -1.519
35 H 5.873 4.329 -2.690
36 H 7.338 4.176 -1.452
37 H 7.069 2.779 -2.757
38 H 7.381 2.313 0.437
39 H 7.157 1.116 -1.003
40 H 6.120 -0.439 0.401
41 H 6.164 0.677 1.918
42 H 1.888 -1.132 -2.644
43 H -1.050 1.146 1.500
44 C -6.399 -5.599 1.096
45 C -5.216 -4.653 1.278
46 C -4.125 -4.856 0.224
47 C -3.583 -6.273 0.314
48 N -3.133 -7.449 0.389
49 H -6.101 -6.646 1.207
50 H -7.165 -5.398 1.852
51 H -6.855 -5.472 0.107
52 H -4.797 -4.798 2.281
53 H -5.576 -3.619 1.225
54 H -3.307 -4.147 0.389
55 H -4.525 -4.686 -0.781

Results of the Löwdin charge analysis, in e, for atoms 1 through 4: -0.12 -0.39 -0.14 -0.20


(2)
Molecular formula: C3H4N2O
Method: DFT, wB97M-V/def2-TZVPD

Properties
Charge: 0
SMILES: Oc1cc[nH]n1
Energy above the lowest of the compared OMol25 structures with the same formula, charge and spin (kcal/mol): 40.8

Element x y z (Å)
1 O 2.210 0.164 -0.204
2 C 0.888 -0.040 -0.113
3 C -0.083 1.004 0.065
4 C -1.251 0.345 -0.025
5 N -1.026 -1.015 -0.158
6 N 0.359 -1.231 -0.181
7 H 2.603 -0.712 -0.342
8 H 0.073 2.056 0.208
9 H -2.290 0.636 0.019
10 H -1.483 -1.207 0.731

Results of the Löwdin charge analysis, in e, for atoms 1 through 4: 0.08 -0.44 0.00 -0.14


The evaluated HOMO-LUMO gap for the records listed, in turn: 7.039 10.534 eV.